[1]
DFT (ωB97M-V with the def2-TZVPD basis set) results for 5 unconnected molecules or ions with the total composition C36H79BFINO18P at a distorted geometry.

Values from the calculation:
Gap between HOMO and LUMO ... 0.319 hartree
SMILES string ... CCOCCCCC[PH](CB(O)O)(CC(=O)I)C(=O)NC(=O)F.COCCOCCOC.COCCOCCOC.COCCOCCOC.COCCOCCOC
Electronic energy ... -97734.0061 eV

The geometry in ORCA input format:
```
! wB97M-V def2-TZVPD RIJCOSX def2/J DEFGRID3
* xyz 0 1
C 5.530 2.863 -2.448
C 5.243 4.379 -2.812
O 3.869 4.534 -3.202
C 3.252 5.629 -2.539
C 2.097 6.270 -3.392
C 1.316 5.216 -4.251
C 0.309 4.376 -3.390
C -1.175 4.907 -3.497
P -2.188 3.890 -2.312
C -4.041 4.121 -2.189
B -4.775 4.273 -3.620
O -4.336 5.172 -4.608
O -5.927 3.472 -3.828
C -1.824 5.213 -0.920
C -1.783 4.483 0.457
O -0.760 3.983 0.747
I -3.473 4.398 1.799
C -2.446 2.447 -3.556
O -2.197 2.444 -4.722
N -2.991 1.161 -2.970
C -1.961 0.175 -3.047
O -1.939 -0.656 -3.858
F -1.011 0.220 -2.081
H 6.473 2.553 -2.942
H 4.680 2.267 -2.838
H 5.581 2.784 -1.339
H 5.512 4.998 -1.925
H 5.866 4.634 -3.697
H 3.972 6.457 -2.314
H 2.794 5.337 -1.557
H 2.456 7.115 -4.021
H 1.357 6.698 -2.665
H 1.989 4.518 -4.793
H 0.703 5.797 -4.985
H 0.651 4.399 -2.324
H 0.334 3.309 -3.705
H -1.125 5.972 -3.159
H -1.550 4.935 -4.539
H -1.625 2.921 -1.406
H -4.495 3.251 -1.654
H -4.334 5.023 -1.597
H -4.761 6.034 -4.457
H -6.571 3.806 -3.178
H -0.804 5.656 -1.020
H -2.531 6.070 -0.931
H -3.682 0.838 -3.653
C 8.482 6.898 -2.054
O 8.139 7.639 -3.205
C 8.081 9.035 -2.946
C 8.180 9.818 -4.242
O 9.516 9.954 -4.716
C 10.097 8.788 -5.295
C 9.562 8.478 -6.680
O 8.308 7.814 -6.591
C 7.572 7.903 -7.792
H 7.742 7.053 -1.260
H 8.498 5.842 -2.323
H 9.480 7.180 -1.700
H 8.897 9.332 -2.276
H 7.118 9.247 -2.463
H 7.841 10.838 -4.044
H 7.527 9.407 -5.014
H 10.013 7.931 -4.625
H 11.161 9.019 -5.391
H 10.259 7.807 -7.199
H 9.461 9.408 -7.251
H 7.341 8.949 -8.023
H 6.634 7.367 -7.654
H 8.124 7.448 -8.622
C -4.012 -0.408 0.782
O -4.457 -0.653 2.100
C -3.993 0.335 3.011
C -4.836 0.330 4.273
O -6.068 1.033 4.128
C -7.077 0.376 3.367
C -7.736 -0.771 4.112
O -6.923 -1.934 4.049
C -7.243 -2.864 5.062
H -2.917 -0.408 0.735
H -4.394 -1.203 0.142
H -4.403 0.549 0.416
H -4.035 1.326 2.548
H -2.953 0.094 3.264
H -4.286 0.874 5.045
H -5.000 -0.681 4.648
H -6.697 0.062 2.394
H -7.839 1.138 3.185
H -8.698 -1.009 3.639
H -7.907 -0.480 5.155
H -7.065 -2.428 6.052
H -6.589 -3.728 4.945
H -8.285 -3.190 4.975
C -5.688 -5.691 2.223
O -5.365 -6.920 2.842
C -4.346 -7.619 2.143
C -3.702 -8.656 3.045
O -2.728 -8.106 3.928
C -3.236 -7.357 5.030
C -3.838 -8.227 6.118
O -5.158 -8.617 5.768
C -5.586 -9.753 6.490
H -6.048 -5.856 1.201
H -6.478 -5.216 2.804
H -4.817 -5.027 2.215
H -3.581 -6.920 1.786
H -4.811 -8.119 1.284
H -3.150 -9.356 2.410
H -4.447 -9.238 3.591
H -3.931 -6.584 4.696
H -2.367 -6.846 5.452
H -3.895 -7.655 7.053
H -3.207 -9.111 6.270
H -4.950 -10.614 6.262
H -6.604 -9.986 6.180
H -5.579 -9.555 7.567
C 3.934 -7.907 0.087
O 3.488 -8.165 1.401
C 3.948 -7.188 2.324
C 3.103 -7.208 3.584
O 1.872 -6.506 3.446
C 0.862 -7.156 2.676
C 0.201 -8.311 3.405
O 1.017 -9.477 3.330
C 0.692 -10.414 4.333
H 5.029 -7.907 0.042
H 3.553 -8.697 -0.560
H 3.543 -6.948 -0.270
H 3.907 -6.190 1.873
H 4.989 -7.431 2.577
H 3.651 -6.673 4.364
H 2.939 -8.225 3.946
H 1.243 -7.458 1.699
H 0.100 -6.392 2.502
H -0.754 -8.542 2.931
H 0.029 -8.033 4.451
H 0.869 -9.988 5.327
H 1.343 -11.280 4.209
H -0.351 -10.736 4.242
*
```



[2]
DFT (ωB97M-V with the def2-TZVPD basis set) results for 2 unconnected molecules or ions with the total composition CH3ClN2O at a distorted geometry.

Values from the calculation:
Gap between HOMO and LUMO ... 0.390 hartree
SMILES string ... N=C=O.NCl
Electronic energy ... -18634.4950 eV

The geometry in ORCA input format:
```
! wB97M-V def2-TZVPD RIJCOSX def2/J DEFGRID3
* xyz 0 1
N 1.288 0.123 0.890
C 1.537 -0.891 0.319
O 1.810 -1.812 -0.325
H 0.829 0.281 1.751
N -1.085 0.937 -0.739
Cl -1.570 -0.272 0.478
H -1.994 1.336 -0.856
H -0.815 0.299 -1.518
*
```



[3]
DFT (ωB97M-V with the def2-TZVPD basis set) results for C4H7NO in the gas phase at a distorted geometry.

Values from the calculation:
Gap between HOMO and LUMO (spin up / spin down) ... 0.277 / 0.277 hartree
Electronic energy ... -7795.0674 eV

The geometry in ORCA input format:
```
! wB97M-V def2-TZVPD RIJCOSX def2/J DEFGRID3
* xyz 0 1
O -1.008 0.371 3.197
C -0.787 -0.013 2.120
N -0.231 -0.521 1.133
C -0.867 -0.230 -0.152
C 1.288 -0.239 -0.884
C 0.076 0.644 -0.987
H -1.779 0.241 0.230
H 0.963 -0.744 0.796
H -1.052 -1.173 -0.685
H 2.210 0.177 -0.536
H 1.373 -0.955 -1.714
H -0.379 0.804 -1.986
H 0.195 1.638 -0.531
*
```



[4]
DFT (ωB97M-V with the def2-TZVPD basis set) results for a molecular structure, C24H33GeMoNO4S4SbSeSi2.

Values from the calculation:
Gap between HOMO and LUMO (spin up / spin down) ... 0.219 / 0.219 hartree
Electronic energy ... -224459.1155 eV

The geometry in ORCA input format:
```
! wB97M-V def2-TZVPD RIJCOSX def2/J DEFGRID3
* xyz -1 1
Mo 0.551 -0.179 -1.170
S 0.286 -5.478 -1.714
Sb -0.513 -3.472 -2.250
S -0.951 -1.781 -0.470
S 1.243 -1.842 -2.683
S -2.334 -3.198 -3.523
C -0.831 3.334 -3.271
Si -1.811 1.820 -2.711
C -1.729 0.455 -3.973
C -3.601 2.421 -2.740
C -1.276 1.201 -0.976
C -0.418 2.127 -0.225
C -0.534 3.510 -0.051
C 0.385 4.153 0.744
C 1.439 3.436 1.312
C 1.542 2.094 1.048
N 0.611 1.454 0.321
Si -2.703 0.741 0.191
C -2.070 0.210 1.884
C -3.665 2.296 0.676
C -3.965 -0.428 -0.562
H -1.446 4.237 -3.218
H -0.552 3.182 -4.318
H 0.093 3.509 -2.721
H -2.156 0.832 -4.909
H -2.309 -0.419 -3.667
H -0.713 0.117 -4.173
H -3.817 2.681 -3.783
H -3.749 3.324 -2.145
H -4.334 1.673 -2.433
H -1.346 4.041 -0.529
H 0.300 5.219 0.916
H 2.190 3.922 1.918
H 2.375 1.506 1.398
H -1.523 1.039 2.344
H -1.433 -0.669 1.896
H -2.941 0.006 2.516
H -3.020 3.067 1.106
H -4.373 1.998 1.457
H -4.240 2.737 -0.136
H -3.584 -1.011 -1.400
H -4.841 0.133 -0.897
H -4.303 -1.135 0.202
Ge 2.150 -1.872 0.267
C 2.552 -0.841 1.883
C 1.618 -0.648 2.899
C 1.932 0.108 4.019
C 3.194 0.674 4.145
C 4.143 0.472 3.151
C 3.820 -0.279 2.026
C 1.645 -3.638 0.921
C 2.606 -4.633 0.764
C 2.425 -5.892 1.319
C 1.271 -6.170 2.038
C 0.307 -5.185 2.204
C 0.496 -3.927 1.651
H 3.484 -2.061 -0.457
H 0.626 -1.076 2.812
H 1.187 0.261 4.792
H 3.438 1.270 5.016
H 5.130 0.907 3.244
H 4.554 -0.405 1.239
H 3.497 -4.436 0.178
H 3.174 -6.660 1.173
H 1.116 -7.157 2.458
H -0.601 -5.400 2.753
H -0.279 -3.179 1.770
O 2.634 0.327 -1.107
Se 2.645 1.462 -2.375
O 3.537 1.033 -3.621
O 0.963 1.128 -2.625
O 2.799 2.952 -1.817
*
```



[5]
DFT (ωB97M-V with the def2-TZVPD basis set) results for a gas-phase ion, C4H9OS2 (charge -1) at a distorted geometry.

Values from the calculation:
Gap between HOMO and LUMO ... 0.210 hartree
SMILES string ... CC(C)(CO)S[S-]
Electronic energy ... -28012.2902 eV

The geometry in ORCA input format:
```
! wB97M-V def2-TZVPD RIJCOSX def2/J DEFGRID3
* xyz -1 1
C -0.379 -0.616 1.562
C -0.009 0.295 0.306
C -1.093 0.736 -0.540
C 0.983 -0.553 -0.569
O 0.433 -1.821 -0.981
S 1.085 1.759 0.946
S 1.563 2.720 -0.788
H -0.753 -0.026 2.394
H -1.151 -1.392 1.568
H 0.555 -1.131 1.662
H -1.576 -0.164 -0.760
H -0.676 1.244 -1.538
H -1.819 1.447 -0.081
H 1.988 -0.875 -0.183
H 1.124 0.001 -1.433
H -0.275 -1.624 -1.562
*
```



[6]
DFT (ωB97M-V with the def2-TZVPD basis set) results for 6 unconnected molecules or ions with the total composition C30H54BF3IN3O6 at a distorted geometry.

Values from the calculation:
Gap between HOMO and LUMO ... 0.335 hartree
SMILES string ... CC[C@](C#N)(C(F)(F)F)[C@@](C#N)(CCCI)B(N)O.C1CCOC1.C1CCOC1.C1CCOC1.C1CCOC1.C1CCOC1
Electronic energy ... -65670.5034 eV

The geometry in ORCA input format:
```
! wB97M-V def2-TZVPD RIJCOSX def2/J DEFGRID3
* xyz 0 1
C 1.518 2.051 1.842
C 1.470 2.938 0.603
C 1.907 2.258 -0.717
C 3.316 1.876 -0.518
N 4.399 1.553 -0.314
C 1.934 3.350 -1.830
F 2.722 3.005 -2.855
F 2.412 4.513 -1.338
F 0.707 3.597 -2.304
C 1.050 0.997 -1.119
C 1.073 0.772 -2.567
N 1.088 0.558 -3.696
C 1.557 -0.324 -0.456
C 2.689 -1.085 -1.171
C 2.197 -2.270 -2.013
I 3.187 -2.384 -3.912
B -0.535 1.198 -0.768
N -1.159 0.710 0.438
O -1.292 1.829 -1.720
H 0.599 1.514 2.041
H 1.671 2.712 2.694
H 2.369 1.378 1.828
H 0.495 3.413 0.483
H 2.162 3.753 0.786
H 1.860 -0.153 0.570
H 0.702 -0.999 -0.410
H 3.336 -0.431 -1.743
H 3.327 -1.490 -0.386
H 2.473 -3.205 -1.542
H 1.127 -2.249 -2.183
H -1.359 1.397 1.156
H -0.711 -0.093 0.854
H -1.903 2.457 -1.308
C -3.029 1.573 5.640
C -4.137 1.947 4.658
C -3.362 2.704 3.588
O -2.057 2.118 3.556
C -1.873 1.269 4.699
H -3.275 0.729 6.283
H -2.789 2.429 6.276
H -4.584 1.046 4.235
H -4.932 2.546 5.101
H -3.267 3.766 3.837
H -3.813 2.619 2.598
H -1.886 0.231 4.370
H -0.897 1.480 5.142
C -0.284 -3.533 6.435
C 0.570 -3.421 5.173
C -0.414 -2.805 4.189
O -1.293 -1.984 4.964
C -1.114 -2.259 6.356
H 0.296 -3.599 7.354
H -0.931 -4.410 6.375
H 1.408 -2.742 5.345
H 0.969 -4.374 4.827
H -1.007 -3.574 3.683
H 0.072 -2.187 3.432
H -0.588 -1.414 6.817
H -2.093 -2.355 6.827
C -4.300 1.435 -4.787
C -5.785 1.727 -4.578
C -5.811 2.154 -3.115
O -4.552 2.777 -2.856
C -3.653 2.523 -3.943
H -3.986 1.469 -5.828
H -4.052 0.449 -4.387
H -6.099 2.554 -5.219
H -6.434 0.876 -4.777
H -5.919 1.288 -2.452
H -6.610 2.862 -2.891
H -3.528 3.447 -4.518
H -2.686 2.229 -3.544
C 4.711 -1.159 4.590
C 5.181 -2.296 3.684
C 4.052 -2.367 2.663
O 3.547 -1.035 2.532
C 4.074 -0.216 3.580
H 5.511 -0.688 5.158
H 3.961 -1.525 5.294
H 6.117 -2.023 3.193
H 5.334 -3.239 4.207
H 3.243 -3.019 3.011
H 4.384 -2.718 1.685
H 4.817 0.465 3.151
H 3.264 0.380 4.004
C 0.331 -0.885 -8.200
C -0.288 -2.071 -8.935
C 0.449 -3.242 -8.299
O 0.746 -2.854 -6.958
C 0.511 -1.448 -6.797
H -0.286 0.012 -8.216
H 1.302 -0.639 -8.635
H -1.356 -2.133 -8.716
H -0.165 -2.033 -10.017
H 1.389 -3.451 -8.823
H -0.145 -4.157 -8.280
H -0.394 -1.313 -6.195
H 1.346 -1.002 -6.260
*
```